Record 1
Computed, not measured: C42H51N5SSeZr as an isolated structure in a non-equilibrium geometry, with ωB97M-V/def2-TZVPD.

Each line ends with the natural charge from an NBO analysis.
Positions of all 101 atoms, in Å:
Zr1 -0.7079 0.1691 0.5907  2.04
C1 -1.1069 2.4529 4.0357  -0.66
C2 -1.6674 1.0798 4.3639  0.06
C3 -2.7325 0.9951 5.2503  -0.23
C4 -3.2068 -0.2315 5.6873  -0.16
C5 -2.5731 -1.3966 5.2872  -0.20
C6 -1.5073 -1.3629 4.3916  -0.02
C7 -0.7066 -2.6270 4.1467  -0.64
C8 -1.1258 -0.1198 3.8811  0.04
N1 -0.0921 -0.0651 2.8413  -0.58
C9 1.0892 0.1924 3.2122  0.39
C10 1.5273 0.3139 4.6241  -0.72
C11 2.1100 0.4144 2.1019  0.38
C12 3.5442 0.5346 2.4777  -0.72
N2 1.6529 0.5124 0.9250  -0.56
C13 2.6358 0.6766 -0.1476  0.16
C14 2.8149 1.9543 -0.6840  -0.04
C15 2.3315 3.1943 0.0334  -0.62
C16 3.6204 2.0744 -1.8073  -0.18
C17 4.2894 0.9763 -2.3307  -0.17
C18 4.2175 -0.2437 -1.6790  -0.20
C19 3.4089 -0.4118 -0.5573  -0.07
C20 3.4839 -1.7255 0.2002  -0.64
H1 -1.9042 3.1919 3.9414  0.25
H2 -0.5185 2.4855 3.1289  0.20
H3 -0.4622 2.7950 4.8512  0.24
H4 -3.1833 1.9157 5.6188  0.23
H5 -4.0424 -0.2752 6.3787  0.24
H6 -2.8815 -2.3544 5.6986  0.23
H7 -1.3538 -3.4811 3.9569  0.24
H8 -0.1248 -2.8625 5.0426  0.25
H9 -0.0022 -2.5364 3.3228  0.20
H10 0.7337 0.0460 5.3130  0.27
H11 1.8449 1.3422 4.8344  0.27
H12 2.3959 -0.3293 4.7982  0.27
H13 3.6594 1.2817 3.2689  0.26
H14 4.1611 0.8107 1.6297  0.27
H15 3.9041 -0.4180 2.8821  0.27
H16 2.9299 3.3469 0.9410  0.22
H17 1.2898 3.1552 0.3356  0.21
H18 2.4655 4.0758 -0.5920  0.25
H19 3.7527 3.0554 -2.2551  0.23
H20 4.9102 1.0860 -3.2133  0.24
H21 4.8165 -1.0852 -2.0266  0.23
H22 3.5311 -2.5717 -0.4845  0.24
H23 2.6517 -1.8913 0.8813  0.20
H24 4.4044 -1.7526 0.7935  0.24
S1 -4.3052 -3.0480 1.2587  0.61
C21 -2.8050 -3.8600 1.3139  -0.42
C22 -1.8105 -2.9701 1.1750  -0.05
N3 -2.2190 -1.6445 1.0261  -0.62
C23 -3.5368 -1.5724 1.0524  -0.11
H25 -2.7308 -4.9338 1.4347  0.28
H26 -0.7636 -3.2268 1.1708  0.23
H27 -4.1036 -0.6654 0.9670  0.27
Se1 -2.7305 1.7478 1.3244  0.00
C24 -3.2550 1.1758 -0.3364  -0.05
N4 -3.6324 0.7410 -1.3406  -0.28
C25 -1.6913 3.5559 -5.0371  -0.64
C26 -1.3239 3.2457 -3.6078  0.06
C27 -1.2738 4.2512 -2.6496  -0.22
C28 -0.9421 3.9732 -1.3320  0.02
C29 -0.9136 5.0584 -0.2786  -0.64
C30 -0.6286 2.6645 -1.0237  -0.24
C31 -0.6920 1.6208 -1.9485  0.24
C32 -1.0545 1.9253 -3.2417  -0.28
N5 -0.4308 0.3401 -1.4043  -0.89
C33 -0.2878 -0.9132 -2.1824  0.27
C34 0.3879 -1.8719 -1.1914  -0.40
C35 0.4816 -3.2923 -1.7608  -0.22
C36 -0.8857 -3.8196 -2.2055  -0.41
C37 -1.4789 -2.8660 -3.2457  -0.21
C38 -0.5524 -2.7579 -4.4642  -0.41
C39 0.8171 -2.2385 -4.0092  -0.21
C40 1.4129 -3.2013 -2.9796  -0.39
C41 0.6530 -0.8372 -3.3958  -0.46
C42 -1.6507 -1.4838 -2.6100  -0.44
H28 -1.8518 4.6225 -5.1852  0.23
H29 -2.6048 3.0304 -5.3258  0.24
H30 -0.9009 3.2330 -5.7174  0.23
H31 -1.5108 5.2763 -2.9296  0.23
H32 -0.0312 5.6937 -0.3909  0.24
H33 -0.9028 4.6386 0.7277  0.20
H34 -1.7883 5.7029 -0.3661  0.24
H35 -0.3460 2.4320 0.0030  0.13
H36 -1.1902 1.1476 -3.9843  0.22
H37 -0.1527 -1.8698 -0.2073  0.12
H38 1.3745 -1.4919 -1.0252  0.25
H39 0.9226 -3.9557 -1.0136  0.22
H40 -1.5639 -3.9085 -1.3537  0.20
H41 -0.7684 -4.8208 -2.6315  0.23
H42 -2.4534 -3.2366 -3.5594  0.23
H43 -0.9850 -2.0710 -5.1992  0.22
H44 -0.4462 -3.7347 -4.9500  0.22
H45 1.4847 -2.1651 -4.8688  0.23
H46 2.4100 -2.8563 -2.6781  0.20
H47 1.5300 -4.1969 -3.4184  0.23
H48 0.2586 -0.1708 -4.1597  0.23
H49 1.6196 -0.4323 -3.0742  0.22
H50 -2.3050 -1.5509 -1.7481  0.21
H51 -2.1299 -0.8003 -3.3128  0.23

Calculated values
Total charge: +2
Energy relative to the best compared isomer or geometry (same formula, charge and spin): 5.0 kJ/mol
HOMO level: -12.9 eV
Orbital gap: 5.59 eV
M: 828.156 g/mol
Energy: -4751.102089 Ha

***

Record 2
Computed, not measured: a 12-piece molecular cluster, C49H129N7O15 overall in a non-equilibrium geometry, with ωB97M-V/def2-TZVPD.

Each line ends with the Löwdin charge.
Positions of all 200 atoms, in Å:
C1 -0.2777 14.8568 -23.5774  -0.14
O1 1.0868 14.6810 -23.4352  -0.17
C2 1.8610 15.8883 -23.4726  -0.21
C3 3.2654 15.8521 -23.0789  -0.38
C4 3.5184 15.3954 -21.5915  -0.05
N1 3.9026 17.2035 -23.0717  0.06
H1 -0.7606 13.8935 -23.4132  0.09
H2 -0.6155 15.0182 -24.6011  0.08
H3 -0.7277 15.6382 -22.9649  0.07
H4 1.7219 16.3081 -24.4689  0.13
H5 1.3212 16.5747 -22.8203  0.11
H6 3.7587 15.1687 -23.7701  0.14
H7 3.1021 14.3905 -21.5224  0.07
H8 3.0609 16.0287 -20.8314  0.06
H9 4.6008 15.3348 -21.4776  0.08
H10 3.6197 17.7148 -22.2478  0.01
H11 4.9120 17.1686 -23.0731  0.07
C5 -2.8030 20.2189 -16.7977  -0.09
O2 -2.1350 18.9596 -16.9133  -0.21
C6 -2.7209 18.1219 -17.8616  -0.19
C7 -1.7698 16.8625 -17.9749  -0.37
C8 -0.2664 17.0643 -17.6514  -0.05
N2 -1.9181 16.1209 -19.2694  0.03
H12 -2.2362 20.9660 -16.2419  0.09
H13 -3.6880 20.0202 -16.1933  0.08
H14 -3.1036 20.6152 -17.7675  0.08
H15 -3.6850 17.9275 -17.3916  0.12
H16 -2.8236 18.5684 -18.8507  0.11
H17 -2.1873 16.1511 -17.2624  0.12
H18 0.1249 17.7922 -18.3621  0.06
H19 0.3038 16.1409 -17.5501  0.06
H20 -0.1799 17.4356 -16.6302  0.07
H21 -2.8730 16.1777 -19.5936  0.06
H22 -1.6301 15.1808 -19.0385  0.07
C9 10.5821 23.2488 -15.0108  -0.12
O3 9.4273 22.6282 -15.5722  -0.20
C10 8.2390 23.4645 -15.8061  -0.11
C11 8.4001 24.6536 -16.9002  -0.40
C12 7.4532 25.8548 -16.8277  -0.07
N3 8.3520 24.1924 -18.2835  0.03
H23 11.2168 23.6941 -15.7769  0.06
H24 11.1988 22.5481 -14.4480  0.09
H25 10.3320 24.1179 -14.4023  0.08
H26 7.3924 22.8523 -16.1167  0.10
H27 7.8280 23.7826 -14.8479  0.11
H28 9.3732 25.1302 -16.7821  0.11
H29 6.4339 25.5106 -16.6532  0.07
H30 7.4014 26.5129 -17.6951  0.07
H31 7.7396 26.5329 -16.0238  0.07
H32 8.4273 24.9077 -18.9926  0.07
H33 9.0635 23.5059 -18.4896  0.05
C13 6.4516 17.6596 -14.4658  -0.07
O4 5.2094 17.4293 -15.1104  -0.19
C14 4.6344 16.2955 -14.6538  -0.26
C15 3.4626 15.7279 -15.3975  -0.44
C16 3.7532 15.7721 -16.8703  -0.05
N4 2.1882 16.3347 -15.1849  0.04
H34 6.8155 18.6338 -14.7922  0.09
H35 7.1982 16.9443 -14.8109  0.10
H36 6.4778 17.7250 -13.3781  0.09
H37 5.3164 15.4499 -14.7427  0.13
H38 4.4856 16.4555 -13.5859  0.13
H39 3.2909 14.7206 -15.0182  0.15
H40 2.9839 15.3876 -17.5399  0.08
H41 4.6365 15.1994 -17.1534  0.09
H42 3.8434 16.8075 -17.1989  0.06
H43 1.4678 15.8805 -15.7280  0.05
H44 2.0896 17.2610 -15.5751  0.06
C17 12.4610 21.8338 -18.2148  -0.09
O5 12.7690 22.5136 -19.4029  -0.21
C18 13.6308 23.6158 -19.1803  -0.22
C19 13.8008 24.2804 -20.4823  -0.20
N5 14.5436 23.5159 -21.5360  -0.03
C20 14.5110 24.1821 -22.8336  -0.24
C21 15.1581 23.3610 -23.8872  -0.22
O6 16.0404 24.1929 -24.6365  -0.17
C22 16.4127 23.7548 -25.8965  -0.14
H45 11.7220 21.0381 -18.3096  0.09
H46 12.1223 22.5455 -17.4619  0.06
H47 13.3105 21.3489 -17.7339  0.09
H48 14.4661 23.3602 -18.5284  0.13
H49 13.0693 24.3228 -18.5695  0.12
H50 14.1884 25.2937 -20.3776  0.12
H51 12.7951 24.5182 -20.8286  0.11
H52 14.2408 22.5639 -21.6846  0.08
H53 14.9739 25.1664 -22.7620  0.12
H54 13.5120 24.5165 -23.1132  0.11
H55 14.2832 22.9870 -24.4188  0.12
H56 15.6338 22.4515 -23.5204  0.13
H57 17.0735 22.8880 -25.8840  0.08
H58 16.9484 24.5075 -26.4748  0.08
H59 15.5621 23.5296 -26.5398  0.08
C23 1.8115 19.3343 -20.4194  -0.04
O7 2.8908 18.4788 -20.8018  -0.24
C24 4.0382 18.5438 -19.9739  -0.21
C25 5.0753 19.5139 -20.5968  -0.17
N6 6.2928 19.2620 -19.8281  -0.03
C26 7.3770 20.2423 -19.9884  -0.19
C27 8.2882 20.2801 -18.7983  -0.20
O8 9.3275 19.3123 -18.7647  -0.19
C28 9.0046 17.9699 -18.5743  -0.12
H60 1.1807 19.3831 -21.3069  0.07
H61 2.1273 20.2834 -19.9864  0.08
H62 1.2283 18.8510 -19.6356  0.06
H63 4.3936 17.5166 -19.8931  0.11
H64 3.9376 18.6796 -18.8971  0.10
H65 4.6083 20.4856 -20.4362  0.08
H66 5.0627 19.5809 -21.6847  0.10
H67 6.1346 18.9124 -18.8938  0.07
H68 7.0122 21.2220 -20.2968  0.11
H69 7.9322 19.9789 -20.8886  0.09
H70 7.7398 20.3444 -17.8585  0.12
H71 8.8748 21.1967 -18.8605  0.10
H72 8.0467 17.7982 -18.0833  0.08
H73 9.8134 17.4650 -18.0461  0.08
H74 9.0904 17.4083 -19.5046  0.08
C29 1.6608 21.5336 -24.1190  -0.09
O9 3.0746 21.7109 -24.2868  -0.22
C30 3.8585 20.5616 -24.5564  -0.21
C31 5.3399 20.9186 -24.5594  -0.16
N7 6.0568 20.1228 -25.6262  -0.03
C32 7.4818 20.4216 -25.6901  -0.22
C33 8.2994 19.8735 -24.5618  -0.22
O10 8.4894 18.4637 -24.5176  -0.21
C34 8.9303 17.7886 -25.6285  -0.13
H75 1.1801 20.9146 -24.8765  0.09
H76 1.1117 22.4747 -24.0884  0.10
H77 1.4769 20.9736 -23.2021  0.06
H78 3.5061 20.1061 -25.4819  0.12
H79 3.6100 19.8383 -23.7797  0.09
H80 5.7998 20.6308 -23.6141  0.08
H81 5.4408 21.9933 -24.4084  0.12
H82 6.0890 19.1649 -25.3078  0.10
H83 7.6890 21.4832 -25.8247  0.12
H84 7.7786 19.9745 -26.6388  0.11
H85 7.8190 20.0217 -23.5947  0.11
H86 9.3069 20.2836 -24.6318  0.11
H87 9.1667 16.7557 -25.3727  0.10
H88 9.6558 18.4529 -26.0980  0.10
H89 8.0850 17.6379 -26.3000  0.08
C35 10.6635 19.7994 -22.2389  -0.05
C36 11.2124 21.1545 -22.6027  -0.47
C37 10.2942 22.3337 -22.2943  -0.03
O11 12.4234 21.3575 -21.8784  -0.07
H90 9.5795 19.8198 -22.1266  0.05
H91 11.0480 19.4127 -21.2951  0.09
H92 10.9117 19.1205 -23.0547  0.08
H93 11.3152 21.0823 -23.6854  0.12
H94 9.6931 22.4920 -23.1897  0.07
H95 10.8926 23.2325 -22.1449  0.07
H96 9.6660 22.1182 -21.4300  0.07
H97 12.1739 21.4987 -20.9622  0.05
C38 -0.6092 24.0836 -19.9184  -0.05
C39 -1.3747 22.7541 -20.0444  -0.43
C40 -2.6588 22.7986 -20.9020  -0.04
O12 -0.4659 21.9261 -20.7553  -0.09
H98 0.4381 23.8381 -19.7427  0.06
H99 -1.0024 24.6508 -19.0748  0.08
H100 -0.6248 24.7445 -20.7850  0.09
H101 -1.4501 22.3774 -19.0243  0.12
H102 -3.3634 23.5241 -20.4953  0.07
H103 -3.2428 21.8785 -20.9237  0.07
H104 -2.4377 22.9886 -21.9522  0.08
H105 0.3624 22.4066 -20.6875  0.03
C41 4.4442 23.4559 -21.4340  -0.04
C42 3.1862 24.0516 -20.8044  -0.47
C43 2.6354 25.2662 -21.4461  -0.03
O13 2.2825 22.9399 -20.9384  -0.09
H106 5.2472 24.1901 -21.3696  0.08
H107 4.3111 23.2724 -22.5002  0.07
H108 4.8394 22.5949 -20.8950  0.06
H109 3.4203 24.1192 -19.7420  0.14
H110 1.7093 25.5445 -20.9431  0.07
H111 2.5790 25.0532 -22.5136  0.10
H112 3.2772 26.1137 -21.2051  0.09
H113 2.2747 22.8235 -21.8912  0.06
C44 -1.4363 18.5120 -21.9241  -0.05
C45 -0.9680 19.1622 -23.2112  -0.51
C46 -1.6459 18.8213 -24.5180  -0.04
O14 -1.1425 20.5391 -23.0990  -0.08
H114 -2.4849 18.2196 -21.8692  0.08
H115 -1.5476 19.2443 -21.1244  0.07
H116 -0.9311 17.6060 -21.5895  0.05
H117 0.0997 19.0844 -23.4162  0.11
H118 -1.2446 19.2121 -25.4530  0.08
H119 -2.6772 19.1737 -24.5348  0.08
H120 -1.5669 17.7350 -24.5618  0.07
H121 -0.8420 20.8374 -22.2374  0.02
C47 4.6702 21.8198 -17.6324  -0.04
C48 4.7148 20.6814 -16.5880  -0.43
C49 3.3271 20.4984 -15.9134  -0.04
O15 5.1779 19.4407 -17.0982  -0.08
H122 5.6238 21.9607 -18.1412  0.07
H123 4.3523 22.7610 -17.1839  0.08
H124 3.9426 21.5682 -18.4041  0.06
H125 5.4700 20.9985 -15.8689  0.12
H126 3.2142 19.8823 -15.0214  0.07
H127 2.5828 20.0369 -16.5623  0.07
H128 2.7915 21.3991 -15.6134  0.08
H129 4.7232 18.7014 -16.6879  0.05

Calculated values
Total charge: 0
Energy relative to the best compared isomer or geometry (same formula, charge and spin): 639.5 kJ/mol
SMILES: COC[C@H](C)N.COC[C@H](C)N.COC[C@H](C)N.COC[C@H](C)N.COCCNCCOC.COCCNCCOC.COCCNCCOC.CC(C)O.CC(C)O.CC(C)O.CC(C)O.CC(C)O
HOMO level: -8.1 eV
Orbital gap: 8.60 eV
M: 1056.605 g/mol
Energy: -3455.760789 Ha

***

Record 3
Computed, not measured: an isolated ion of composition C8H15N6 and charge +1 in a non-equilibrium geometry, with ωB97M-V/def2-TZVPD.

Each line ends with the natural charge from an NBO analysis.
Positions of all 29 atoms, in Å:
N1 -1.5664 2.1197 1.5383  -0.81
C1 -0.9344 1.6612 0.4147  0.59
N2 -0.2006 2.3220 -0.3790  -0.54
C2 0.3245 1.6901 -1.5964  -0.24
C3 1.1057 0.3659 -1.2893  -0.07
N3 2.2647 0.4748 -0.4851  -0.57
C4 2.2386 -0.3167 0.6129  0.68
N4 3.2118 -0.4169 1.5008  -0.75
N5 1.0648 -0.9091 0.7377  -0.61
C5 0.0659 -0.4707 -0.3681  0.35
C6 -0.5681 -1.7781 -0.8959  -0.40
C7 -1.8594 -1.8909 -0.0917  -0.43
C8 -2.1831 -0.4644 0.4354  -0.22
N6 -1.0368 0.2808 0.1049  -0.51
H1 -1.4566 3.0833 1.5215  0.42
H2 -2.3966 1.5724 1.7780  0.41
H3 1.0806 2.2981 -2.0257  0.21
H4 -0.6365 1.5976 -2.1086  0.24
H5 1.1713 -0.0674 -2.3128  0.23
H6 2.9595 1.1152 -0.7485  0.43
H7 3.0588 -1.1695 2.1892  0.44
H8 4.0733 -0.0938 1.1181  0.43
H9 0.6366 -1.2187 1.5640  0.42
H10 0.1859 -2.6899 -0.8233  0.24
H11 -0.8518 -1.5521 -1.9035  0.22
H12 -2.6441 -2.3328 -0.6025  0.24
H13 -1.5682 -2.6794 0.5798  0.22
H14 -3.0857 0.0861 0.0697  0.21
H15 -2.4535 -0.6170 1.4650  0.19

Calculated values
Total charge: +1
Energy relative to the best compared isomer or geometry (same formula, charge and spin): 0.0 kJ/mol
SMILES: NC1=NC[C@H]2NC(=[NH2+])N[C@]23CCCN13
HOMO level: -12.0 eV
Orbital gap: 9.23 eV
M: 195.250 g/mol
Energy: -642.137999 Ha